(1)
26
Properties=species:S:1:pos:R:3 method="wB97M-V/def2-TZVPD" smiles=Cc1ccccc1.CCC mol_weight_da=136.238 gap_ev=10.0 de_lowest_ev=3.032
C -0.5056 1.4736 2.7257
H -1.1748 0.9166 3.2650
H -2.2415 -1.6756 -2.0781
H 1.8212 2.1282 1.5893
C -2.1955 -0.7588 -1.6433
H -1.3761 1.5089 -2.0215
C 0.7397 -1.3799 0.7363
H -1.9488 0.2474 -3.4031
C 0.0902 -0.0626 -2.6006
H 0.3968 -0.9909 -2.0368
H 0.3171 2.1938 3.2693
C 2.1302 -1.1705 0.5607
H 2.7604 -1.9720 0.3731
C 0.3061 0.7161 1.7340
C 1.5903 1.0321 1.4384
H -1.5895 -0.8854 -0.7178
H 0.4979 -2.5118 0.4805
H -3.2584 -0.6046 -1.2798
C 2.5988 0.0546 0.9912
H 0.3235 -0.2394 -3.6267
H -1.2080 2.2435 2.4092
H 0.7792 0.6456 -2.1100
C -1.4372 0.3525 -2.3936
C -0.1273 -0.6127 1.4121
H 3.7186 0.3029 0.9990
H -1.0074 -0.9515 1.9273

---

(2)
26
Properties=species:S:1:pos:R:3 method="wB97M-V/def2-TZVPD" smiles=Cc1ccccc1.CCC mol_weight_da=136.238 gap_ev=10.0 de_lowest_ev=0.617
C 1.7022 -0.0818 1.3548
H -2.1216 1.9448 -3.0641
H 1.2885 -3.0322 -1.0736
H -3.1374 1.8100 -0.2021
H -0.5884 -1.0877 3.0787
H 1.8553 0.8208 1.9333
C -0.6489 -0.4329 2.2152
H -0.5523 2.1440 0.2199
H -3.0658 0.6033 -2.3660
H -3.7913 2.1997 -2.6013
C 0.2792 -1.7499 0.3462
C 2.4916 -1.3928 -0.5319
C 2.6785 -0.4048 0.4029
H -1.6579 -0.4022 1.8050
C -1.0311 1.6120 -0.6052
C 0.4705 -0.6869 1.2418
C -2.8736 1.6714 -2.3329
H -0.3547 1.6242 -1.4612
H 3.3072 -1.7757 -1.1285
C 1.2767 -2.0989 -0.5320
H 3.5356 0.2493 0.3743
H -0.7188 -2.1558 0.3318
C -2.4280 2.1647 -0.9527
H -1.1368 0.6017 -0.2270
H -0.5365 0.5624 2.6710
H -2.3523 3.2493 -0.9332

---

(3)
26
Properties=species:S:1:pos:R:3 method="wB97M-V/def2-TZVPD" smiles=Cc1ccccc1.CCC mol_weight_da=136.238 gap_ev=10.0 de_lowest_ev=2.902
C 1.4846 -1.1534 0.1255
C 0.4027 -1.9873 0.3508
C -3.1156 1.1366 -2.4547
H 3.2561 0.4263 -0.4441
H 2.3383 -1.5790 -0.6706
H -1.7630 2.1614 -0.7344
H -3.8931 0.5176 -2.1484
H 2.4978 1.9178 0.0920
C 0.6900 0.4474 1.7379
H -2.8642 0.8779 -3.4320
H -0.9952 -0.0969 3.0094
H -2.1817 0.4243 -0.7144
H 3.5116 1.0748 1.1743
C 2.7609 0.9497 0.3722
H 0.1740 0.7328 -1.1083
H -0.5158 -0.3579 -2.2541
C 1.5421 0.0570 0.7743
H -1.1124 -2.4367 1.6964
C -0.6372 0.6901 -1.9163
C -1.9119 1.1754 -1.3405
H 0.6223 1.5088 2.1800
C -0.1421 -0.5538 2.3025
H -0.2021 1.1823 -2.7145
H -0.0155 -2.6590 -0.3938
C -0.2903 -1.7400 1.5227
H -3.5566 2.1753 -2.3840